(1)
111
Properties=species:S:1:pos:R:3 method="wB97M-V/def2-TZVPD" smiles="CC(C)CCCOC(=O)CCCCSc1nnco1.CCOC(C)=O.CCOC(C)=O.CCOC(C)=O.CCOC(C)=O.CCOC(C)=O" e_tot_ev=-75656.92574 gap_ev=9.77 homo_energy_ev=-9.237 mol_weight_g_mol=726.9
C -2.11 -2.61 0.61
C -2.51 -1.43 -0.38
C -3.42 -0.43 0.42
C -1.16 -0.81 -0.90
C -1.26 0.70 -1.36
C -0.39 1.68 -0.47
O 0.92 1.82 -1.04
C 1.72 2.68 -0.32
O 1.23 3.58 0.30
C 3.25 2.51 -0.35
C 4.03 3.55 0.53
C 4.54 2.88 1.87
C 4.16 3.70 3.17
S 2.78 2.86 4.07
C 1.32 3.87 4.06
N 0.31 3.81 3.20
N -0.67 4.69 3.49
C -0.23 5.31 4.59
O 0.96 4.86 4.98
H -2.04 -3.56 0.04
H -1.14 -2.36 1.09
H -2.86 -2.74 1.42
H -3.12 -1.84 -1.22
H -4.00 0.24 -0.26
H -2.86 0.15 1.19
H -4.17 -1.06 0.97
H -0.86 -1.40 -1.79
H -0.34 -0.86 -0.14
H -0.83 0.75 -2.40
H -2.30 1.08 -1.46
H -0.30 1.21 0.54
H -0.97 2.63 -0.44
H 3.63 2.62 -1.40
H 3.59 1.49 -0.04
H 3.47 4.48 0.75
H 4.94 3.86 -0.04
H 4.14 1.85 2.00
H 5.66 2.81 1.80
H 3.93 4.77 2.97
H 5.04 3.66 3.85
H -0.87 6.07 5.06
O 4.92 -2.15 -1.20
C 4.61 -1.72 -2.29
O 4.08 -0.49 -2.38
C 3.88 0.21 -3.63
C 2.55 -0.16 -4.24
C 4.73 -2.57 -3.52
H 4.72 0.04 -4.31
H 3.89 1.27 -3.38
H 2.50 -1.22 -4.49
H 2.38 0.42 -5.15
H 1.74 0.04 -3.53
H 3.80 -3.13 -3.66
H 5.55 -3.26 -3.39
H 4.94 -2.00 -4.43
O -5.15 -3.39 1.40
C -5.59 -3.88 2.40
O -4.83 -4.70 3.14
C -5.17 -5.15 4.45
C -6.03 -6.40 4.39
C -7.03 -3.65 2.81
H -5.64 -4.35 5.03
H -4.23 -5.39 4.95
H -6.99 -6.21 3.90
H -6.24 -6.77 5.40
H -5.54 -7.18 3.83
H -7.66 -4.41 2.35
H -7.33 -2.67 2.46
H -7.18 -3.65 3.89
O 7.97 8.67 -1.72
C 6.81 8.54 -1.44
O 6.40 7.46 -0.76
C 5.09 7.32 -0.20
C 4.11 6.75 -1.21
C 5.78 9.54 -1.92
H 4.74 8.26 0.23
H 5.19 6.62 0.63
H 3.98 7.42 -2.07
H 3.13 6.59 -0.75
H 4.48 5.80 -1.61
H 5.43 9.24 -2.91
H 6.26 10.51 -2.00
H 4.94 9.66 -1.25
O 3.98 2.41 -5.41
C 3.67 2.85 -6.49
O 3.14 4.09 -6.57
C 2.94 4.79 -7.81
C 1.61 4.44 -8.43
C 3.78 2.01 -7.73
H 3.78 4.62 -8.49
H 2.96 5.85 -7.56
H 1.55 3.38 -8.69
H 1.44 5.03 -9.33
H 0.80 4.64 -7.72
H 2.85 1.45 -7.87
H 4.60 1.32 -7.61
H 3.99 2.59 -8.63
O -6.72 -9.01 3.90
C -7.15 -9.49 4.91
O -6.38 -10.32 5.64
C -6.72 -10.77 6.96
C -7.58 -12.01 6.91
C -8.58 -9.26 5.33
H -7.18 -9.97 7.54
H -5.78 -11.00 7.45
H -8.54 -11.82 6.42
H -7.78 -12.38 7.92
H -7.08 -12.80 6.34
H -9.22 -10.02 4.87
H -8.89 -8.28 4.97
H -8.73 -9.26 6.41

(2)
106
Properties=species:S:1:pos:R:3 method="wB97M-V/def2-TZVPD" relative_energy_ev=0.000 e_tot_ev=-80761.99014 gap_ev=8.86 homo_energy_ev=-8.552 mol_weight_g_mol=755.4
C 7.90 -2.97 -1.24
C 6.69 -2.59 -2.18
C 5.64 -1.61 -1.52
N 4.71 -2.40 -0.67
Si 3.60 -1.36 0.27
C 3.42 0.30 -0.63
O 2.51 1.26 -0.03
C 2.94 2.58 -0.26
C 3.94 3.22 0.60
C 4.41 4.58 0.46
C 5.45 5.22 1.44
C 3.89 5.40 -0.64
C 2.91 4.79 -1.52
C 2.43 3.40 -1.38
C 1.40 2.89 -2.44
C 2.10 1.94 -3.52
C 0.07 2.29 -1.84
O 2.21 -2.27 0.60
Si 0.80 -1.91 -0.25
Cl 1.03 -1.62 -2.33
C -0.08 -0.50 0.67
C -1.59 -0.75 1.05
C -2.59 -0.32 -0.11
N -3.92 -0.07 0.55
C -0.30 -3.49 -0.10
C -1.43 -3.60 -1.19
C -2.88 -3.88 -0.59
C -4.04 -3.52 -1.63
C -5.32 -2.84 -0.97
C -5.87 -1.74 -1.97
C -6.65 -0.55 -1.29
C -7.64 -0.97 -0.13
C -7.12 -0.63 1.33
C -6.96 0.90 1.61
C -6.72 1.09 3.19
C -5.27 1.60 3.54
O -4.82 2.69 2.73
C -3.39 2.79 2.75
C 4.48 -1.11 1.98
I 3.52 0.40 3.21
C 6.05 -0.95 1.87
C 6.56 0.51 1.61
H 8.75 -2.24 -1.34
H 8.32 -3.97 -1.56
H 7.64 -3.09 -0.16
H 6.23 -3.55 -2.54
H 7.13 -2.08 -3.08
H 6.22 -0.82 -0.95
H 5.06 -1.17 -2.36
H 5.20 -3.01 -0.01
H 3.17 0.23 -1.73
H 4.44 0.78 -0.61
H 4.38 2.62 1.44
H 4.94 5.26 2.45
H 6.36 4.57 1.45
H 5.63 6.27 1.11
H 4.21 6.46 -0.78
H 2.49 5.41 -2.35
H 1.10 3.80 -3.03
H 3.17 2.27 -3.59
H 1.96 0.87 -3.22
H 1.57 2.13 -4.49
H -0.22 2.72 -0.86
H -0.75 2.53 -2.58
H 0.16 1.17 -1.85
H 0.48 -0.36 1.64
H -0.03 0.48 0.14
H -1.82 -1.77 1.47
H -1.81 -0.03 1.89
H -2.65 -1.07 -0.93
H -2.27 0.69 -0.50
H -3.89 0.84 1.02
H -3.93 -0.75 1.33
H -0.67 -3.63 0.95
H 0.43 -4.34 -0.29
H -1.51 -2.72 -1.89
H -1.22 -4.49 -1.85
H -3.07 -3.23 0.31
H -2.92 -4.94 -0.25
H -4.37 -4.45 -2.15
H -3.59 -2.84 -2.40
H -6.10 -3.65 -0.93
H -5.17 -2.49 0.08
H -6.62 -2.27 -2.64
H -5.08 -1.32 -2.65
H -7.30 -0.10 -2.10
H -5.99 0.29 -0.96
H -8.58 -0.36 -0.27
H -7.96 -2.04 -0.24
H -6.20 -1.23 1.52
H -7.90 -1.01 2.05
H -6.07 1.31 1.08
H -7.84 1.51 1.27
H -6.82 0.08 3.67
H -7.52 1.78 3.58
H -5.32 1.99 4.60
H -4.57 0.73 3.58
H -3.03 3.43 3.61
H -3.03 3.30 1.81
H -2.89 1.79 2.82
H 4.30 -2.09 2.51
H 6.52 -1.69 1.16
H 6.46 -1.24 2.88
H 7.69 0.46 1.66
H 6.31 0.89 0.59
H 6.27 1.23 2.43